(1)
16
Properties=species:S:1:pos:R:3:forces:R:3 method="wB97M-V/def2-TZVPD" orbital_gap_ev=12.78 homo_energy_ev=-11.671 charge=0 max_force_ev_per_a=1.25 smiles=CC.CC spin_multiplicity=1
C -1.2830 -0.8338 1.6114 0.57 0.26 -0.34
C -2.4154 0.0811 2.0659 0.07 0.13 0.78
H -1.5927 -1.6506 0.9620 -0.17 -0.04 0.06
H -0.5545 -0.2530 1.0288 -0.11 -0.12 0.12
H -0.7125 -1.2483 2.4493 -0.30 -0.07 -0.08
H -2.5447 0.9532 1.4287 -0.16 -0.17 -0.26
H -2.1670 0.4873 3.0482 0.06 0.10 0.02
H -3.3741 -0.4149 2.2252 0.05 -0.10 -0.32
C 2.4758 0.0087 -1.6611 0.68 0.93 -0.47
C 1.1437 0.7077 -1.9956 0.35 -0.63 -0.40
H 2.9124 0.3965 -0.7433 -0.14 -0.28 0.27
H 2.4356 -1.0726 -1.6460 -0.23 -0.16 0.26
H 3.2357 0.2573 -2.4143 -0.19 -0.09 0.01
H 1.2145 1.2262 -2.9483 0.08 0.29 0.03
H 0.8271 1.4152 -1.2312 -0.12 -0.17 -0.02
H 0.3992 -0.0602 -2.1797 -0.45 0.10 0.34

=====

(2)
61
Properties=species:S:1:pos:R:3:forces:R:3 method="wB97M-V/def2-TZVPD" orbital_gap_ev="9.36 / 8.21" homo_energy_ev="-11.473 / -11.433" charge=+1 max_force_ev_per_a=2.81 spin_multiplicity=3
Ni 0.0316 0.5589 1.1963 0.64 -1.38 1.63
C -0.2118 3.4043 2.9144 0.01 0.85 0.99
C -0.0807 3.5592 1.4529 -0.18 -0.54 -2.06
C 0.0244 4.6209 0.4993 0.17 -1.93 0.15
C 0.0664 3.9591 -0.7573 -0.68 0.48 2.40
C 0.2461 4.5392 -2.0664 0.74 0.94 -1.64
N -0.1099 2.6518 -0.5564 0.78 -0.28 0.13
N -0.1556 2.3945 0.7810 0.21 2.11 -0.04
B 0.0094 1.4587 -1.5540 -1.05 0.19 0.06
N -1.2143 0.5581 -1.2405 -0.50 -0.68 2.37
N -1.5201 0.3396 0.1402 -0.69 -0.17 -2.72
C -2.7907 -0.0420 0.2003 -0.23 -0.30 -1.02
C -3.5184 -0.1324 1.5063 0.12 -0.37 0.45
C -3.3057 -0.2141 -1.1140 0.92 0.17 0.91
C -2.2502 0.1736 -1.9633 -1.30 0.52 0.12
C -2.3137 0.4279 -3.4206 0.21 0.15 -1.05
N 1.2277 0.6286 -1.2228 1.85 -0.01 0.44
N 1.6305 0.4008 0.0757 0.30 -0.33 -1.19
C 2.7827 -0.3027 0.0195 -0.90 0.31 0.14
C 3.5366 -0.4885 1.3071 -0.96 -0.54 0.33
C 3.0972 -0.5961 -1.3149 -0.54 0.77 0.50
C 2.1270 0.1148 -2.0638 0.78 -0.91 0.39
C 2.0292 0.3573 -3.5212 0.40 -0.52 -0.55
H -0.3739 4.3874 3.3730 -0.07 -0.30 0.07
H 0.7054 2.9994 3.3857 -0.48 0.03 -0.30
H -1.0911 2.7660 3.1310 0.55 0.31 0.08
H 0.0919 5.6754 0.6897 0.03 0.08 -0.03
H 0.6070 5.5953 -1.9227 -0.26 -1.12 -0.54
H -0.6653 4.5381 -2.6757 -0.01 0.19 0.27
H 0.9546 3.9138 -2.6585 -0.16 0.79 0.41
H -0.0429 1.7999 -2.7144 0.14 -0.04 0.54
H -3.6444 0.8877 1.9260 0.10 -0.63 -0.14
H -2.9458 -0.7659 2.2279 -0.45 0.55 -0.38
H -4.5229 -0.5723 1.3770 0.52 0.20 0.03
H -4.3104 -0.5619 -1.3188 0.27 0.17 -0.33
H -3.1875 -0.1124 -3.7884 0.25 0.01 -0.33
H -1.3915 0.1584 -3.9996 -0.87 -0.03 0.66
H -2.4871 1.5023 -3.6358 0.05 -0.50 0.28
H 3.4296 -1.5257 1.7045 0.24 0.70 -0.28
H 3.0507 0.1916 2.0500 0.78 -0.50 -0.46
H 4.5904 -0.2588 1.1448 -0.12 0.03 0.29
H 3.9172 -1.2468 -1.5942 -0.06 0.51 -0.42
H 2.9591 -0.0097 -4.0231 -0.92 0.40 0.30
H 1.8572 1.4232 -3.7209 0.26 -0.35 -0.07
H 1.1539 -0.1894 -3.8920 0.26 0.08 -0.29
C 2.3944 -4.0633 0.5192 0.61 0.02 -0.65
C 1.1936 -3.9397 1.4039 0.12 1.00 0.81
S 0.0414 -2.6189 0.8584 -0.43 -0.18 1.73
O 0.1902 -1.4845 1.9304 -0.15 -0.29 -1.09
C -1.4567 -3.5533 1.3990 -1.44 0.88 -0.37
C -1.6102 -3.7135 2.9091 -0.50 0.07 0.27
H 3.1237 -4.6640 1.0844 0.00 0.18 -0.55
H 2.8540 -3.0888 0.2122 -0.44 -0.81 0.45
H 2.0962 -4.5878 -0.3959 0.39 0.04 0.08
H 1.4997 -3.6936 2.4274 -0.25 0.38 -0.12
H 0.6464 -4.8632 1.5073 -0.24 -0.29 -0.32
H -1.4995 -4.5087 0.8602 0.27 0.32 -0.02
H -2.3446 -2.9605 1.0590 0.93 -0.29 -0.13
H -1.3448 -4.7168 3.2543 0.49 0.37 0.09
H -2.6788 -3.6227 3.1832 0.45 0.06 -0.29
H -1.0969 -2.8877 3.4248 0.04 -0.56 0.04

=====

(3)
62
Properties=species:S:1:pos:R:3:forces:R:3 method="wB97M-V/def2-TZVPD" orbital_gap_ev=8.34 homo_energy_ev=-7.689 charge=0 max_force_ev_per_a=1.26 smiles="CCCNC(=O)C(=O)NC[C@@H](c1ccc2c(c1)OCO2)N1CCN(c2ccc(F)cc2)CC1" spin_multiplicity=1
C 2.2541 1.6398 6.9686 -0.20 0.04 0.07
C 0.8161 2.1424 6.9497 0.18 0.04 -0.26
C 0.4108 2.6538 5.5670 -0.01 0.25 0.25
N 0.4458 1.6034 4.5806 -0.24 -0.33 0.11
C 1.2316 1.5987 3.5035 -0.08 0.13 0.06
O 1.9872 2.4873 3.1467 0.10 0.07 0.01
C 1.0744 0.3100 2.6887 0.10 -0.14 -0.16
O 0.3236 -0.5867 3.0388 -0.07 -0.08 0.04
N 1.8310 0.3283 1.5897 0.17 0.38 0.02
H 2.3919 1.1650 1.4684 -0.12 -0.08 0.12
C 1.9161 -0.7201 0.6060 -0.06 -0.08 -0.11
H 2.9508 -1.0767 0.5617 -0.17 0.00 0.02
H 1.2771 -1.5418 0.9330 0.08 -0.03 -0.04
C 1.5065 -0.2510 -0.8074 0.13 -0.17 0.08
N 0.0875 -0.4490 -1.0795 0.10 0.12 0.05
C -0.8089 0.1133 -0.0855 -0.28 -0.17 0.14
H -0.5899 -0.3078 0.8930 0.01 0.01 0.03
C -2.2440 -0.2650 -0.4409 0.15 0.10 0.22
N -2.5927 0.2497 -1.7473 0.51 0.03 0.05
C -3.9090 0.5524 -2.0508 -0.50 0.13 -0.19
C -4.6711 1.3144 -1.1544 0.08 -0.13 -0.05
C -5.9663 1.6850 -1.4472 -0.22 -0.07 -0.18
C -6.5191 1.3045 -2.6564 0.10 -0.07 -0.07
C -5.7978 0.5610 -3.5690 -0.37 0.24 0.14
C -4.5036 0.1849 -3.2631 0.24 -0.06 0.22
H -3.9631 -0.4170 -3.9756 0.08 -0.06 -0.05
H -6.2517 0.2712 -4.5037 -0.07 -0.02 -0.09
F -7.7907 1.6696 -2.9503 0.10 -0.02 0.03
H -6.5463 2.2732 -0.7535 -0.07 0.07 0.05
H -4.2367 1.6396 -0.2221 0.06 0.05 0.07
C -1.7003 -0.2796 -2.7508 0.22 0.22 -0.04
C -0.2647 0.0918 -2.3812 -0.18 -0.15 -0.29
H 0.4150 -0.3174 -3.1308 -0.06 0.06 0.00
H -0.1710 1.1933 -2.3891 0.01 -0.07 -0.02
H -1.9301 0.1674 -3.7185 0.00 -0.05 0.02
H -1.7783 -1.3753 -2.8274 -0.02 0.00 -0.08
H -2.9221 0.1235 0.3161 0.03 -0.03 -0.03
H -2.3182 -1.3643 -0.4410 -0.03 0.02 0.08
H -0.7194 1.2135 -0.0341 -0.02 -0.04 0.02
C 2.3176 -1.0451 -1.8075 0.13 0.20 -0.11
C 3.4180 -0.4870 -2.4362 -0.20 0.01 0.17
C 4.2012 -1.2128 -3.3326 0.10 -0.40 -0.21
C 3.8340 -2.5134 -3.5703 -0.44 -0.04 0.31
C 2.7245 -3.0829 -2.9399 0.44 0.34 -0.16
C 1.9555 -2.3741 -2.0536 0.14 -0.24 -0.19
H 1.0945 -2.8049 -1.5738 -0.18 -0.09 0.07
O 2.5841 -4.3797 -3.3563 -0.28 0.27 0.32
C 3.6381 -4.6123 -4.2657 0.23 -1.08 -0.61
O 4.4137 -3.4398 -4.3951 0.13 0.45 0.07
H 4.2715 -5.4340 -3.8946 -0.14 0.24 -0.02
H 3.2237 -4.8902 -5.2481 0.05 0.14 0.23
H 5.0551 -0.7750 -3.8209 0.12 0.06 -0.08
H 3.6812 0.5401 -2.2333 -0.01 0.14 0.03
H 1.7793 0.8202 -0.8944 0.01 -0.11 -0.03
H -0.1045 0.7653 4.7296 0.10 0.05 -0.15
H -0.5990 3.0771 5.6074 0.13 0.04 -0.05
H 1.1058 3.4249 5.2255 -0.13 0.00 0.05
H 0.1401 1.3369 7.2463 -0.08 0.03 0.08
H 0.7000 2.9581 7.6650 -0.10 -0.01 0.03
H 2.3794 0.8111 6.2753 0.08 -0.08 -0.04
H 2.9372 2.4341 6.6771 0.12 0.06 -0.03
H 2.5248 1.2980 7.9643 0.09 -0.06 0.06

=====

(4)
23
Properties=species:S:1:pos:R:3:forces:R:3 method="wB97M-V/def2-TZVPD" orbital_gap_ev=9.62 homo_energy_ev=-9.645 charge=0 max_force_ev_per_a=6.06 smiles="N[C@@H](C(=O)c1ccccc1)S(=O)(=O)O" spin_multiplicity=1
C -1.0288 2.7431 -0.5051 0.95 -2.56 -0.17
C -0.2173 1.8521 -1.3126 -1.67 0.32 2.04
C -1.6492 2.2591 0.6594 -0.49 0.69 -1.26
C -0.1870 0.5335 -0.9949 -2.49 -0.24 3.59
C -1.6120 0.9113 1.0306 1.28 1.23 -0.35
C -0.8827 0.0850 0.2016 0.26 -0.81 -0.75
C -0.8375 -1.3602 0.5788 1.10 -0.60 -2.09
C 0.5491 -2.1287 -0.0746 -0.05 0.32 1.03
N 0.5321 -3.5814 0.0143 5.76 1.72 0.78
O 2.6812 -2.5513 1.4856 -0.20 1.24 0.26
O -1.6446 -1.9706 1.2190 0.65 0.07 -0.44
O 0.8567 -0.9340 2.2306 1.58 -0.36 0.20
O 2.4370 -0.2809 0.4353 0.58 -0.83 0.85
S 1.7194 -1.4965 1.2161 -1.63 -0.47 -0.59
H -1.2080 3.7270 -0.8355 0.05 1.11 -0.12
H 0.3895 2.0287 -2.1367 0.53 1.53 -1.54
H -2.3145 2.9452 1.1774 0.31 -0.04 0.21
H 0.2360 -0.2153 -1.5772 0.94 -0.66 -1.07
H -1.9461 0.6272 2.0209 -0.34 -0.41 -0.34
H 1.0149 -1.7823 -1.0319 -0.92 -0.15 0.75
H 1.3879 -3.8116 0.7417 -3.24 -0.05 -2.24
H -0.3466 -3.8201 0.2800 -2.94 -1.42 1.66
H 3.3381 -0.2944 0.8147 -0.03 0.36 -0.41

=====

(5)
64
Properties=species:S:1:pos:R:3:forces:R:3 method="wB97M-V/def2-TZVPD" orbital_gap_ev="5.95 / 8.43" homo_energy_ev="-5.762 / -8.772" charge=0 max_force_ev_per_a=1.76 spin_multiplicity=4
V 1.2771 -0.0742 -0.8486 1.13 1.14 0.72
O 1.4353 2.4754 -1.8299 0.11 -0.31 -0.01
C 1.8465 3.3945 -0.8363 -0.04 -0.12 0.01
C 2.5827 2.7109 0.3100 -0.05 -0.12 -0.16
N 1.9917 1.4573 0.8354 0.01 -0.28 0.19
C 0.9347 1.6749 1.8413 -0.11 0.14 -0.13
C -1.1462 1.5004 0.2849 0.30 -0.16 -0.12
O -1.9128 0.4945 1.0663 0.29 -0.02 -0.08
O -0.3404 0.8628 -0.6267 -1.13 0.88 0.20
C 3.1171 0.6830 1.4052 -0.08 0.07 -0.16
C 3.8830 -0.0514 0.2868 -0.24 0.10 -0.11
O 5.0289 -0.3885 0.4803 0.12 -0.08 0.00
O 3.1841 -0.2384 -0.7925 1.15 0.21 0.15
H 0.6574 1.9988 -1.4733 -0.43 0.41 -0.13
H 2.5463 4.0849 -1.3049 0.01 0.05 -0.03
H 0.9969 3.9851 -0.4925 -0.04 0.04 0.00
H 3.5655 2.4404 -0.0743 0.04 0.01 0.02
H 2.7242 3.4251 1.1316 0.05 0.00 0.04
H 0.6940 0.7000 2.2655 0.06 -0.03 0.06
H 1.3221 2.3039 2.6535 0.04 -0.01 0.06
H 3.8293 1.3189 1.9354 -0.03 0.04 0.12
H 2.7399 -0.0514 2.1175 -0.04 -0.03 -0.01
C 1.1425 -3.8559 1.0623 -0.05 -0.17 -0.04
C 0.5908 -4.6676 0.0528 0.01 0.00 0.15
C 0.3651 -4.1227 -1.1804 -0.04 -0.04 -0.15
C 0.6633 -2.7775 -1.4161 0.11 0.17 0.19
N 1.1592 -1.9754 -0.4246 -0.55 -1.46 0.35
C 1.4042 -2.5490 0.7848 0.15 0.12 -0.28
C 0.5079 -2.0949 -2.6715 0.10 0.22 -0.01
C 0.0664 -2.6663 -3.8682 -0.02 -0.14 0.01
C 0.0154 -1.9069 -5.0065 0.02 0.08 -0.08
C 0.4233 -0.5604 -4.9515 -0.06 -0.12 -0.10
C 0.8392 -0.0439 -3.7604 0.04 -0.11 0.23
N 0.8741 -0.7784 -2.6151 -0.36 -0.55 -1.20
H 1.3570 -4.2492 2.0462 0.02 0.00 -0.02
H 0.3502 -5.7034 0.2511 0.02 0.01 -0.01
H -0.0519 -4.7218 -1.9780 0.01 0.00 0.02
H 1.8393 -1.9068 1.5384 -0.03 0.06 -0.01
H -0.2239 -3.7079 -3.8889 0.00 0.03 0.00
H -0.3207 -2.3392 -5.9397 0.00 0.01 0.02
H 0.4137 0.0635 -5.8338 0.00 0.00 0.01
H 1.1717 0.9821 -3.6753 -0.01 0.03 0.06
C -4.2202 -1.6503 2.4591 0.07 0.05 0.05
C -3.1914 -0.8303 3.2387 -0.09 -0.14 -0.21
C -1.7468 -1.2131 2.9365 -0.07 0.18 -0.02
S -1.1586 -0.9387 1.2425 -0.37 -0.20 0.20
O -1.8169 -1.9491 0.4061 0.04 0.17 -0.01
C -0.3532 2.3196 1.3239 0.07 -0.30 -0.04
C -2.2255 2.3137 -0.4591 -0.17 0.01 0.11
C -2.4007 3.7828 -0.0842 -0.01 -0.05 -0.02
H -5.2298 -1.4175 2.8006 0.01 -0.01 0.00
H -4.0495 -2.7205 2.5956 -0.03 0.02 -0.01
H -4.1573 -1.4412 1.3923 0.00 -0.04 0.02
H -3.3516 -0.9617 4.3112 0.03 0.02 0.03
H -3.3262 0.2278 3.0137 -0.01 0.03 0.10
H -1.5643 -2.2775 3.1054 0.04 0.03 0.00
H -1.0532 -0.6325 3.5540 -0.02 -0.07 0.05
H -0.1421 3.3119 0.9382 -0.02 0.03 0.01
H -1.0161 2.4418 2.1820 0.03 0.17 0.03
H -3.1695 1.7918 -0.2999 0.00 0.00 -0.05
H -1.9915 2.2256 -1.5192 0.00 0.01 -0.03
H -2.5955 3.9137 0.9817 0.00 0.02 -0.02
H -3.2537 4.1922 -0.6268 0.02 0.01 0.01
H -1.5308 4.3863 -0.3525 -0.02 0.00 0.03

=====

Question: The highest charge belongs to which entry?
Answer: C19H32BN6NiOS

=====

Question: Which of these has the highest charge?
Answer: C19H32BN6NiOS